# 1
ORCA calculation (ωB97M-V/def2-TZVPD) on C23H32N6O4 in the gas phase at a distorted geometry.

Last column: Löwdin charge in e.
Atoms and positions in Å:
C: 6.49654 1.26653 -3.49167  -0.1195
C: 5.09968 0.83222 -3.06576  -0.2758
C: 4.35313 1.95014 -2.34230  -0.2324
C: 2.94845 1.52063 -1.92873  -0.2120
C: 2.20589 2.63528 -1.19523  -0.1650
C: 0.74617 2.26557 -0.91342  -0.1248
N: 0.63775 1.09935 -0.07238  0.0409
C: 0.82126 0.98398 1.26563  -0.2475
C: 1.01615 2.12914 2.21000  -0.0955
N: -0.10037 2.39529 3.10107  -0.1508
C: -1.26469 2.99099 2.49175  -0.1549
C: -2.11243 2.00591 1.66016  -0.1147
N: -2.14681 0.72081 2.32347  -0.0229
C: -2.37897 -0.48081 1.74666  -0.3932
O: -2.36452 -1.51654 2.40228  0.0430
C: -2.67603 -0.57299 0.30837  -0.1730
C: -2.95121 -1.73846 -0.36643  0.0139
C: -3.18660 -1.37833 -1.70861  -0.0411
C: -3.03754 -0.02608 -1.76354  -0.0953
O: -2.73347 0.47193 -0.55680  0.0243
C: -1.87371 0.76927 3.74429  -0.1091
C: -0.45221 1.29078 3.99195  -0.1453
N: 0.74467 -0.26988 1.67980  0.2169
C: 0.49279 -1.00056 0.57421  -0.2219
C: 0.43198 -0.18095 -0.54294  -0.0775
C: 0.14707 -0.68569 -1.84742  -0.3797
O: 0.01892 -0.03720 -2.87418  0.0475
N: 0.01637 -2.07326 -1.82931  0.0400
C: -0.24837 -2.73687 -3.09461  -0.0083
C: 0.05797 -2.91923 -0.72418  -0.4533
O: -0.11264 -4.11189 -0.85170  0.0792
N: 0.31332 -2.34194 0.49815  0.0294
C: 0.27413 -3.14032 1.70577  0.0069
H: 7.08794 1.55447 -2.62501  0.0698
H: 6.44202 2.11821 -4.16629  0.0697
H: 7.00999 0.45609 -4.00335  0.0664
H: 5.17424 -0.03629 -2.40731  0.1088
H: 4.52780 0.53093 -3.94598  0.1096
H: 4.91865 2.24712 -1.45524  0.1168
H: 4.28621 2.82102 -2.99867  0.1159
H: 3.02041 0.64243 -1.28201  0.1182
H: 2.37856 1.23301 -2.81441  0.1149
H: 2.20919 3.53862 -1.80822  0.1197
H: 2.71990 2.86171 -0.25754  0.1112
H: 0.24683 2.02331 -1.85458  0.1250
H: 0.22905 3.10505 -0.43890  0.1194
H: 1.87985 1.90555 2.84382  0.1353
H: 1.22468 3.04643 1.65614  0.1155
H: -1.86905 3.40815 3.30228  0.1197
H: -0.95041 3.82222 1.85625  0.1203
H: -1.68038 1.89693 0.66647  0.0971
H: -3.13025 2.40326 1.54211  0.1334
H: -2.97577 -2.71821 0.06395  0.1280
H: -3.43461 -2.03104 -2.51947  0.1090
H: -3.10849 0.67112 -2.57485  0.1315
H: -1.97710 -0.24400 4.13324  0.1238
H: -2.61743 1.41368 4.22529  0.1269
H: -0.37428 1.64194 5.02807  0.1184
H: 0.25356 0.47441 3.83790  0.1044
H: 0.60850 -3.34818 -3.37871  0.1015
H: -1.11792 -3.38374 -2.99251  0.0902
H: -0.42433 -1.96524 -3.84029  0.0884
H: 1.16012 -2.92886 2.30174  0.0938
H: -0.61931 -2.88269 2.27749  0.0776
H: 0.24546 -4.18722 1.41341  0.0914

Properties
energy above the lowest of the compared OMol25 structures with the same formula, charge and spin = 0.0 kJ/mol
charge = 0
Kohn-Sham gap = 8.66 eV
SMILES string = CCCCCCn1c(CN2CCN(C(=O)c3ccco3)CC2)nc2c1c(=O)n(C)c(=O)n2C

---

# 2
ORCA calculation (ωB97M-V/def2-TZVPD) on a molecular structure, C23H32NO4Re at a distorted geometry.

Last column: Löwdin charge in e.
Atoms and positions in Å:
O: 3.46164 -4.12567 -0.97306  -0.1200
C: 2.25385 -4.94041 -1.14439  -0.1223
C: 2.17923 -5.27954 0.33006  -0.0643
H: 2.46031 -5.82033 -1.74911  0.1234
H: 1.42120 -4.36202 -1.56306  0.0891
C: 3.40157 -4.30406 0.47478  -0.5463
H: 2.44098 -6.30520 0.60441  0.1220
H: 1.31355 -4.91783 0.87444  0.1016
C: 4.64944 -4.98266 0.97270  -0.0111
H: 4.93366 -5.76927 0.26745  0.1000
H: 4.43603 -5.45385 1.93153  0.0947
H: 5.44483 -4.24464 1.11403  0.0935
C: 3.00354 -3.10356 1.30097  -0.0213
H: 2.09695 -2.66173 0.88801  0.0227
H: 3.76296 -2.32019 1.34638  0.0978
H: 2.79016 -3.42703 2.33299  0.1152
Re: 0.40723 -0.16669 -1.02219  1.6775
C: -1.09691 -1.07849 0.14733  -0.1532
C: -1.69531 -0.57434 -1.05150  -0.1332
C: -1.09862 -1.27478 -2.15750  -0.1110
H: -2.49974 0.14580 -1.08722  0.1319
C: -0.05319 -2.11670 -1.65497  -0.1687
C: -0.09991 -2.04598 -0.21556  -0.1822
H: 0.41550 -2.70383 0.47139  0.1024
H: -1.38908 -0.79588 1.14690  0.1346
H: -1.42110 -1.24028 -3.19034  0.1425
H: 0.57957 -2.77161 -2.23779  0.1143
C: 0.78808 2.22364 0.60029  -0.0743
C: 0.55110 1.06740 1.36472  -0.0720
C: 1.45981 0.03739 0.90600  -0.2417
H: -0.16078 0.96666 2.18512  0.1258
C: 2.27401 0.61196 -0.15754  -0.2124
C: 1.78170 1.95102 -0.38501  -0.0982
H: 2.22680 2.66777 -1.07889  0.1301
H: 0.32021 3.18188 0.78471  0.1222
H: 1.74966 -0.83320 1.47358  0.0952
H: 3.18064 0.17578 -0.54833  0.1025
O: 2.63897 -0.92889 -2.65513  -0.2259
C: 3.85535 -1.65924 -2.40671  -0.1815
C: 4.48053 -2.18861 -3.71885  -0.1330
H: 3.56417 -2.54518 -1.82040  0.0818
H: 4.54585 -0.99320 -1.84109  0.1234
C: 3.61014 -1.64373 -4.84203  -0.1569
H: 4.43657 -3.28652 -3.75100  0.1110
H: 5.53775 -1.91257 -3.82006  0.1152
C: 2.55330 -0.85450 -4.12477  -0.2230
H: 3.15719 -2.43979 -5.43628  0.1116
H: 4.14440 -0.99359 -5.54250  0.1175
H: 1.56088 -1.23162 -4.37519  0.1186
H: 2.80922 0.17754 -4.38306  0.1201
O: -1.91535 2.58331 -1.00676  0.0676
C: -1.20563 2.48957 -1.98658  -0.4545
C: -1.13561 3.39690 -3.22443  -0.0666
C: -0.11355 2.79680 -4.18196  -0.0634
C: 0.35285 1.59121 -3.43018  -0.4564
O: 1.15307 0.73681 -3.81418  -0.0240
N: -0.25513 1.48022 -2.21491  -0.0276
H: -2.13953 3.42321 -3.66322  0.1310
H: -0.82269 4.39871 -2.90664  0.1314
H: -0.54030 2.47020 -5.14311  0.1383
H: 0.74445 3.45324 -4.39937  0.1387

Properties
charge = +1
Kohn-Sham gap (alpha / beta) = 6.78 / 6.68 eV
spin multiplicity = 4

---

# 3
ORCA calculation (ωB97M-V/def2-TZVPD) on a molecular structure, C23H32O2PS2TeV at a distorted geometry.

Last column: Löwdin charge in e.
Atoms and positions in Å:
V: 0.26631 0.44649 0.13785  0.3000
Te: -2.03948 1.38347 0.89882  0.9661
C: -3.18103 2.12882 -0.72460  -0.9762
C: -3.40738 3.43685 -1.03600  -0.2660
C: -4.45165 3.63285 -1.96646  -0.1924
C: -5.02509 2.46773 -2.35722  -0.4077
S: -4.29295 1.11571 -1.59465  0.9251
H: -2.84500 4.24346 -0.59871  0.0949
H: -4.77262 4.60098 -2.30954  0.1051
H: -5.84496 2.30328 -3.02854  0.0649
C: -0.60987 1.52114 -3.46111  -0.0414
C: 0.78491 1.20567 -2.93383  -0.2252
O: 0.93987 1.47425 -1.54779  -0.3245
C: 1.03254 2.85247 -1.20497  -0.2393
C: 1.53306 2.93458 0.23248  -0.0659
H: -0.76699 1.00250 -4.40278  0.0900
H: -0.73960 2.58545 -3.64094  0.0856
H: -1.35810 1.18301 -2.74115  0.0524
H: 1.54479 1.76625 -3.49567  0.1326
H: 0.99022 0.13397 -3.03332  0.1125
H: 0.04640 3.33370 -1.30226  0.1290
H: 1.73884 3.35328 -1.88491  0.1394
H: 0.82042 2.45820 0.92146  0.0066
H: 1.63801 3.97469 0.53217  0.1055
H: 2.51180 2.45256 0.31969  0.0961
O: 0.45559 -0.26420 2.06288  -0.6839
S: -0.12265 0.50704 3.21374  0.9071
C: 1.31121 1.36432 3.91296  -0.3568
C: 1.11974 2.32030 4.89554  -0.0652
C: 2.22072 2.98087 5.41481  -0.0557
C: 3.49405 2.68423 4.95303  -0.0601
C: 3.67375 1.72548 3.96873  -0.0577
C: 2.57552 1.06756 3.43913  -0.0825
C: -0.25661 -0.70649 4.53574  -0.3601
C: -1.29026 -0.58117 5.44694  -0.0705
C: -1.44197 -1.54636 6.42836  -0.0571
C: -0.55920 -2.61291 6.49684  -0.0564
C: 0.47700 -2.72194 5.58218  -0.0530
C: 0.62976 -1.76564 4.59315  -0.0653
H: 0.12579 2.53929 5.25431  0.1172
H: 2.08769 3.72469 6.18452  0.1139
H: 4.34961 3.20212 5.35940  0.1125
H: 4.66608 1.48391 3.61744  0.1126
H: 2.68529 0.31150 2.66924  0.1069
H: -1.96759 0.25686 5.38216  0.1156
H: -2.25283 -1.47097 7.13536  0.1136
H: -0.68353 -3.36515 7.26092  0.1131
H: 1.16239 -3.55365 5.63922  0.1133
H: 1.42184 -1.83488 3.86292  0.1128
C: -0.97342 -2.69331 0.79709  -0.2507
P: -0.49611 -1.61602 -0.60572  0.7309
C: -2.02749 -1.66660 -1.61022  -0.2576
C: 0.60657 -2.72671 -1.57366  -0.2448
H: -1.31520 -3.66496 0.43810  0.0540
H: -1.77704 -2.19346 1.34016  0.0438
H: -0.12226 -2.82328 1.46548  0.0374
H: -2.40355 -2.68915 -1.67643  0.0585
H: -1.81723 -1.29618 -2.61247  0.0428
H: -2.78908 -1.03423 -1.14922  -0.0283
H: 0.81787 -2.29275 -2.55190  0.0343
H: 0.13164 -3.69849 -1.72075  0.0526
H: 1.54481 -2.85970 -1.03058  0.0459

Properties
energy above the lowest of the compared OMol25 structures with the same formula, charge and spin = 82.0 kJ/mol
charge = +1
Kohn-Sham gap (alpha / beta) = 7.44 / 7.21 eV
spin multiplicity = 2

---

> What is the formula in the third record?

C23H32O2PS2TeV